Entry from the OMol25 dataset: a cluster of 13 separate species, C45H122Br4N9O9 in total in a non-equilibrium geometry (ωB97M-V/def2-TZVPD).

Geometry as XYZ:
```
189
Properties=species:S:1:pos:R:3:forces:R:3:mulliken_charge:R:1
C 1.49259 6.53493 0.85867 0.408 -1.179 1.920 -1.827
C 2.36522 5.31155 1.24807 0.290 0.092 -0.752 1.559
C 3.45102 5.66100 2.24311 -0.644 0.269 1.598 -1.175
C 2.93955 5.92327 3.65798 0.837 -2.961 -0.334 -0.766
C 2.21777 4.60633 4.20914 1.366 1.608 -1.521 -1.162
C 0.99718 4.17589 3.34795 0.334 0.758 0.121 1.860
N 1.62163 4.13490 2.00832 0.847 -6.624 -3.768 0.580
O 1.76381 2.93269 1.49096 -0.766 6.732 2.452 -0.054
C -0.10575 5.21323 3.29676 -0.306 1.160 0.842 -1.818
C 0.45027 2.81872 3.83120 -0.444 1.716 -1.911 -1.882
C 2.97715 4.77660 -0.03842 1.686 -1.975 1.777 -1.762
H 2.04540 7.06942 0.11588 0.139 0.458 -0.294 0.499
H 1.27779 7.10959 1.74473 0.247 0.673 0.009 0.330
H 0.55334 6.21097 0.51458 -1.163 -0.396 -0.934 0.476
H 4.01293 6.52730 2.02724 0.339 1.185 -1.288 0.441
H 4.19055 4.90138 2.32240 0.464 -1.118 -0.205 0.386
H 2.34111 6.77826 3.71801 -1.203 1.207 0.128 0.380
H 3.85098 6.15284 4.21615 -0.305 -0.248 0.453 0.439
H 1.97113 4.92664 5.19092 -0.714 -0.731 1.123 0.432
H 2.89578 3.73775 4.12644 0.024 0.542 0.637 0.427
H -0.91384 4.93577 2.67328 -0.619 -0.659 -1.211 0.480
H 0.14902 6.26747 3.04782 0.139 -0.956 0.501 0.151
H -0.59594 5.16318 4.26885 0.306 0.390 0.309 0.472
H -0.28029 2.44053 3.08919 -0.145 0.425 0.861 0.104
H 0.07867 3.07628 4.80365 -0.579 -0.439 0.453 0.508
H 1.22192 2.12339 3.88556 1.426 -1.261 0.397 0.649
H 3.64700 3.87463 0.17518 -0.728 1.301 -0.307 0.120
H 3.52376 5.53947 -0.55315 0.523 0.626 0.151 0.478
H 2.26995 4.45416 -0.72271 -1.734 -0.711 -1.233 0.621
C -5.96211 8.62803 2.74011 -0.301 0.396 0.413 -0.783
N -6.30554 7.18691 2.61325 0.346 -0.733 0.423 -0.097
C -6.64369 6.88707 1.22724 -1.005 -0.979 -1.576 -0.937
C -5.06247 6.43279 2.97858 -1.813 -0.853 -0.645 -1.179
C -7.40518 6.82169 3.61398 0.754 -1.243 0.154 -0.396
C -8.71599 7.32551 3.15791 -0.315 1.862 0.631 -0.479
O -9.68606 6.88195 4.05320 -0.431 0.058 0.167 -0.513
H -5.17019 8.90296 2.02909 -0.471 -0.145 0.119 0.364
H -5.58083 8.71349 3.75465 0.002 0.475 -0.013 0.386
H -6.87995 9.22522 2.62498 0.639 -0.107 -0.121 0.359
H -7.34168 7.63115 0.85713 0.124 0.152 -0.126 0.490
H -7.13751 5.89400 1.04520 0.620 0.763 0.738 0.335
H -5.73112 6.89677 0.63984 0.030 0.178 -0.075 0.348
H -4.26118 6.66868 2.31583 0.499 0.155 -0.306 0.485
H -5.33257 5.39006 2.99038 0.235 -0.502 -0.491 0.463
H -4.92758 6.67830 3.97156 1.058 0.646 2.055 0.430
H -7.09357 7.22311 4.55839 0.143 0.263 0.534 0.391
H -7.52655 5.70606 3.73877 0.625 1.018 -0.415 0.292
H -8.79733 6.91938 2.19346 -1.045 -0.463 -1.519 0.307
H -8.71540 8.43534 3.08086 -0.067 -0.551 -0.012 0.363
H -10.45417 7.47692 4.02799 0.319 -0.370 0.015 0.363
C -6.12099 -2.62113 -5.43930 2.705 -0.055 0.982 -1.005
N -7.13721 -3.49710 -4.76150 1.535 1.045 -1.228 0.128
C -6.52120 -4.11506 -3.58537 0.198 1.407 2.380 -1.005
C -8.29490 -2.64225 -4.43833 -1.334 0.131 -0.052 -0.914
C -7.42929 -4.56036 -5.76756 0.206 -0.700 0.165 -0.469
C -8.49207 -4.23208 -6.77471 0.202 0.475 -1.335 -0.700
O -8.31831 -2.91293 -7.45445 -0.131 -1.762 1.640 -0.493
H -5.66364 -1.87233 -4.73325 -0.778 -0.836 -0.433 0.368
H -6.59215 -2.10784 -6.23231 -0.422 0.343 -0.939 0.432
H -5.25331 -3.26182 -5.81901 -1.324 0.866 0.554 0.391
H -7.32489 -4.49558 -2.94120 0.279 -0.053 -0.187 0.346
H -5.94727 -3.31667 -3.00348 -0.807 -1.142 -0.771 0.338
H -5.83343 -4.89836 -3.83243 0.339 -0.308 -0.382 0.496
H -9.09249 -3.31346 -4.10359 -0.012 0.270 -0.015 0.409
H -8.62411 -2.08602 -5.34724 0.334 -0.552 0.736 0.355
H -8.07691 -1.93677 -3.63095 0.308 -0.268 -0.194 0.355
H -7.70098 -5.46749 -5.19480 -0.269 0.424 -0.444 0.400
H -6.48061 -4.78846 -6.24951 -0.005 0.057 0.053 0.405
H -9.43685 -4.40525 -6.25876 -0.447 0.681 -0.540 0.341
H -8.35880 -4.99520 -7.54841 -0.376 -0.058 0.171 0.466
H -8.78167 -2.96650 -8.29411 -0.127 -0.022 -0.111 0.332
C 3.62985 -1.99236 5.78401 0.574 0.476 -0.774 -0.791
N 3.68802 -3.39752 5.30472 2.363 0.022 -0.436 0.180
C 2.35945 -3.97447 5.26091 -2.061 0.358 1.357 -0.715
C 4.36870 -3.33050 3.91247 -0.733 -2.598 1.326 -1.111
C 4.63564 -4.19221 6.21939 -0.077 -0.591 0.292 -0.323
C 4.41476 -5.68954 6.13404 -0.320 -0.634 0.367 -0.697
O 4.16829 -6.13917 4.82329 0.417 0.770 -0.652 -0.472
H 2.82759 -1.47273 5.22766 0.307 -0.186 0.608 0.274
H 4.60042 -1.58340 5.47804 -0.298 0.313 0.425 0.400
H 3.54688 -1.97206 6.86290 -0.399 0.147 0.051 0.358
H 1.59899 -3.22835 5.03605 0.270 0.377 -0.336 0.066
H 2.07368 -4.27721 6.28094 0.273 -0.171 -0.341 0.355
H 2.22728 -4.77625 4.58092 0.430 -0.793 -0.465 0.395
H 3.79782 -2.66452 3.34227 -0.573 1.027 -0.999 0.528
H 4.36222 -4.36531 3.52268 -0.202 0.696 0.034 0.333
H 5.39125 -3.07178 4.06345 0.536 0.651 0.052 0.413
H 4.48372 -3.91092 7.29754 0.095 0.022 -1.171 0.269
H 5.68967 -4.05962 5.93214 -0.553 0.789 -0.033 0.337
H 3.57821 -6.00166 6.73133 -0.481 0.031 0.608 0.393
H 5.29744 -6.14932 6.57432 0.181 -0.082 0.010 0.452
H 4.23138 -7.08756 4.77269 0.105 -0.551 0.109 0.321
C 4.59793 -1.69754 -13.32239 0.296 -0.758 0.129 -0.877
N 5.37202 -0.45641 -13.01536 0.771 -2.620 1.953 -0.177
C 5.99692 -0.69482 -11.64880 0.629 -2.061 -0.077 -0.916
C 6.47601 -0.38798 -13.97172 1.020 0.819 -1.364 -0.796
C 4.56654 0.70093 -13.05930 -0.914 2.837 -1.583 -0.492
C 3.40042 0.78574 -12.13165 -0.045 0.232 1.382 -0.503
O 3.89206 1.01918 -10.79423 0.939 -2.421 -1.684 -0.487
H 4.14141 -1.59938 -14.30671 0.164 -0.110 0.000 0.365
H 3.81921 -1.85069 -12.57510 0.191 0.006 -0.071 0.384
H 5.34653 -2.52466 -13.26787 -0.925 0.519 -0.290 0.412
H 6.55621 -1.63317 -11.78759 0.099 0.336 -0.067 0.472
H 5.31619 -0.99477 -10.83257 -0.136 1.118 -0.665 0.308
H 6.74594 0.04523 -11.42469 -0.300 0.628 0.260 0.409
H 6.10898 -0.35806 -15.07228 0.634 0.200 2.052 0.346
H 7.09651 -1.25943 -13.79192 -0.034 -0.204 -0.383 0.391
H 7.10268 0.47139 -13.63778 -0.502 -0.337 -0.902 0.406
H 4.18364 0.71260 -14.07890 -0.264 0.151 -0.193 0.408
H 5.20102 1.62704 -13.01548 -0.449 -0.926 0.394 0.345
H 2.73417 -0.08866 -12.14974 0.374 0.036 0.053 0.244
H 2.78661 1.59687 -12.49096 -0.150 0.466 -0.002 0.445
H 3.49926 1.73832 -10.38195 -1.345 2.092 0.924 0.312
C -2.23234 -8.71094 -3.51387 1.640 -2.503 0.235 -1.366
C -1.97958 -8.88927 -2.02361 -0.282 -0.561 0.389 0.216
C -0.57921 -8.50827 -1.46402 -1.358 -0.251 -0.102 -0.643
O -0.78650 -8.43713 -0.03803 1.209 -0.879 -0.775 -0.372
C 0.35551 -8.95797 0.66574 0.158 1.102 1.389 -0.783
N -3.04403 -8.10858 -1.27959 -0.058 1.586 -1.336 -0.051
H -4.01472 -8.41155 -1.43302 0.654 -0.364 0.399 0.380
H -2.76829 -7.99129 -0.32459 -0.125 -0.535 1.122 0.456
H -3.07074 -7.03886 -1.57441 0.373 -0.683 -0.127 -0.123
H -1.62694 -9.51862 -4.05162 -0.128 1.571 0.488 0.369
H -2.05003 -7.70024 -3.82625 -0.048 0.300 -0.443 0.334
H -3.19455 -9.12112 -3.72936 -1.132 0.462 -0.196 0.441
H -2.11063 -9.96391 -1.72526 -0.123 0.960 -0.284 0.271
H -0.14880 -7.60565 -1.92505 -0.314 0.075 0.499 0.372
H 0.05992 -9.34758 -1.74454 0.157 0.008 0.205 0.410
H 0.08139 -9.04245 1.75292 0.203 0.570 -1.004 0.252
H 1.19291 -8.21938 0.51227 -0.539 -0.956 0.361 0.294
H 0.66997 -9.98151 0.43510 -0.245 0.201 -0.757 0.343
C 8.88657 1.56199 -0.76687 0.681 -1.475 -0.294 -1.586
C 8.65438 0.89433 0.55648 -1.115 1.579 1.207 0.460
C 9.88550 0.79270 1.41802 0.252 -0.036 0.593 -0.738
O 9.51272 0.58228 2.76395 0.652 0.455 1.236 -0.387
C 10.67936 0.68014 3.66762 -0.325 -0.431 -0.888 -0.729
N 7.66661 1.68914 1.40621 -0.756 1.330 -0.654 -0.083
H 7.92050 1.57706 2.40496 0.016 0.256 -0.406 0.412
H 7.57124 2.69402 1.10718 0.661 -1.069 0.673 0.407
H 6.66209 1.39217 1.29023 0.028 -0.285 0.121 -0.359
H 9.53922 0.84595 -1.28822 -0.619 0.133 -0.549 0.385
H 9.49595 2.42344 -0.75212 0.622 1.255 0.659 0.444
H 7.98754 1.82638 -1.29551 -0.385 -0.420 -0.367 0.433
H 8.13196 -0.03270 0.45454 0.068 -0.839 -0.240 0.305
H 10.49183 1.70555 1.33051 0.039 -0.199 -0.105 0.388
H 10.42356 -0.08728 1.15701 0.953 -0.479 -0.855 0.427
H 11.14145 1.66678 3.58442 0.048 -0.086 -0.285 0.336
H 11.41561 -0.12584 3.41674 -0.627 0.691 0.288 0.292
H 10.32541 0.60166 4.69044 -0.180 -0.340 -0.094 0.250
C -3.47738 -1.57287 7.41361 0.294 -0.409 -2.121 -1.407
C -4.19503 -0.33260 6.85760 -0.067 -2.748 0.442 0.272
C -4.83720 0.41637 7.98454 -0.566 0.770 -0.961 -0.797
O -5.00835 1.72743 7.43886 0.056 -2.041 0.015 -0.309
C -5.13368 2.62691 8.46665 -1.050 1.538 0.475 -0.828
N -3.15605 0.52788 6.20203 -1.367 1.582 0.928 0.114
H -2.82398 1.14633 6.98406 -0.057 -0.456 -1.182 0.400
H -2.34262 0.04482 5.77749 0.023 -0.277 -0.458 -0.232
H -3.72098 1.12916 5.56462 1.240 -0.229 0.185 0.402
H -3.14990 -2.13145 6.50155 0.062 0.159 0.826 0.378
H -4.21463 -2.21054 7.87963 0.100 -0.106 0.613 0.444
H -2.56608 -1.36068 8.00436 -0.755 -0.013 0.005 0.351
H -4.98826 -0.67935 6.12805 1.167 0.708 0.449 0.239
H -4.18381 0.44298 8.85415 0.238 0.087 0.216 0.421
H -5.81565 -0.00733 8.29910 0.602 0.073 -0.264 0.461
H -4.16805 2.84247 8.92370 0.051 0.436 0.006 0.342
H -5.82074 2.31639 9.25821 -0.005 -0.284 -0.022 0.343
H -5.63394 3.43514 7.94736 0.384 0.988 0.613 0.253
C -1.77508 -1.19156 0.28913 -0.262 -1.632 0.386 -1.230
C -0.33631 -0.86864 0.61189 0.376 0.181 0.349 0.452
C 0.52735 -0.59503 -0.58507 0.387 0.379 0.486 -0.945
O 0.11676 0.60811 -1.16614 0.157 -0.437 -1.021 -0.237
C 0.77598 0.82454 -2.42291 -0.070 1.061 1.008 -0.910
N -0.19810 0.30605 1.56325 -0.641 -1.623 0.435 1.070
H -0.39007 0.00204 2.52033 0.001 -0.570 0.541 -0.155
H 0.75161 0.62168 1.58686 0.619 0.700 -0.291 0.048
H -0.92190 1.03919 1.45701 -0.107 0.782 -0.829 -0.361
H -2.30482 -1.71684 1.12108 0.524 0.588 -0.416 0.312
H -1.80771 -1.91359 -0.54866 0.128 0.338 0.312 0.309
H -2.33243 -0.33367 0.01279 -0.484 0.925 -0.258 0.333
H 0.14161 -1.71219 1.09650 -0.053 -0.207 0.399 0.264
H 0.49833 -1.48928 -1.19488 -0.338 -0.100 -0.753 0.498
H 1.58382 -0.48851 -0.30479 0.118 -0.057 0.298 0.414
H 0.29351 0.27184 -3.23284 0.273 0.006 0.070 0.291
H 1.85691 0.68371 -2.32949 -0.034 -0.720 -0.109 0.366
H 0.72118 1.90074 -2.54925 -0.465 0.128 -0.557 0.273
Br -2.85871 -4.99775 -1.79891 -0.175 -0.085 -0.144 -0.766
Br 4.49606 1.39546 1.34960 -0.122 0.015 0.105 -0.639
Br -0.38012 -0.97493 4.76665 -0.130 0.215 0.035 -0.784
Br -2.47587 2.50799 1.42921 -0.062 0.270 0.213 -0.788
```
Forces are in eV/Å.

The total energy comes out at -360605.4578 eV. As for the charge: +5. Its spin multiplicity is 1.